80
Properties=species:S:1:pos:R:3 method="wB97M-V/def2-TZVPD" smiles="O=[N+]([O-])c1ccccc1.O=[N+]([O-])c1ccccc1.O=[N+]([O-])c1ccccc1.O=[N+]([O-])c1ccccc1.CN(C)C=O.CN(C)C=O" e_lumo_ev=-1.73 homo_lumo_gap_ev=7.6684 de_lowest_kcal_mol=95.4
O 0.90389 3.16090 -1.63870
N 0.10920 3.77936 -2.45161
O -0.13259 4.99107 -2.29249
C -0.61066 3.08991 -3.48274
C -1.82602 3.79107 -4.17894
C -2.46647 3.22034 -5.38642
C -2.10551 1.75188 -5.69944
C -1.19926 0.98006 -4.96032
C -0.39222 1.61356 -3.80391
H -2.12516 4.83962 -4.02207
H -3.11923 3.84766 -5.81555
H -2.43938 1.32482 -6.48623
H -1.00015 0.04237 -5.20353
H 0.58052 1.17195 -3.46892
O -2.48562 4.50971 1.51470
N -2.25192 3.36715 0.98241
O -1.20056 2.79196 0.96339
C -3.41922 2.59964 0.49246
C -3.24398 1.11064 -0.11028
C -4.52797 0.28725 -0.31200
C -5.85412 0.99985 -0.15719
C -5.98904 2.42608 0.19159
C -4.85109 3.26641 0.65645
H -2.29936 0.64806 -0.19204
H -4.54938 -0.69484 -0.74866
H -6.69686 0.36330 -0.28871
H -6.95297 3.02184 0.14571
H -5.19363 4.29258 1.10072
O -2.86453 -3.57045 3.07485
N -1.77329 -2.87945 3.19328
O -0.60221 -3.36524 2.92850
C -1.94320 -1.47613 3.35733
C -3.31741 -0.88618 3.66943
C -3.54589 0.66223 3.92863
C -2.30380 1.52395 3.73272
C -1.01804 1.11062 3.44547
C -0.70976 -0.42551 3.24609
H -4.10143 -1.63167 3.80005
H -4.57728 1.04837 4.14526
H -2.56666 2.54534 3.73514
H -0.19081 1.76574 3.30477
H 0.18948 -0.76087 3.22243
O 5.44689 -0.62735 -2.29591
N 5.30714 -0.87495 -3.50116
O 6.06337 -0.42570 -4.36671
C 4.06010 -1.44258 -3.99180
C 2.81162 -1.78273 -3.04148
C 1.60400 -2.60843 -3.63589
C 1.57805 -2.88666 -5.14525
C 2.68702 -2.55362 -6.00376
C 3.95578 -1.91092 -5.49437
H 2.70004 -1.38299 -1.94710
H 0.71602 -2.99484 -2.88529
H 0.63098 -3.29915 -5.44304
H 2.49633 -2.73823 -7.06217
H 4.82242 -1.77390 -6.31144
C 2.44051 -1.91017 1.24159
N 1.59111 -0.99343 0.58455
C 1.54743 0.49077 0.78294
C 0.53375 -1.38241 -0.15494
O -0.23574 -0.64391 -0.95296
H 2.80377 -1.63344 2.12212
H 3.14730 -2.26398 0.52990
H 2.00387 -2.95757 1.47228
H 1.76036 1.03822 -0.15533
H 2.35759 0.71362 1.62809
H 0.61920 0.96942 1.01529
H 0.25269 -2.52379 0.04462
C 2.25971 -2.47580 5.09465
N 3.43668 -1.69382 4.69286
C 4.75662 -2.24168 4.87367
C 3.29143 -0.33358 4.63840
O 4.17051 0.48985 4.70548
H 1.84528 -3.07115 4.27926
H 1.34841 -2.05849 5.52560
H 2.56455 -3.23626 5.72615
H 5.38134 -2.07995 4.19641
H 4.50483 -3.14201 4.93926
H 5.20777 -2.20925 5.82769
H 2.19484 0.19592 4.33618


12
Properties=species:S:1:pos:R:3 method="wB97M-V/def2-TZVPD" s2=0.7544 spin_multiplicity=2 e_lumo_ev="4.28 / 3.88" homo_lumo_gap_ev="6.1670 / 7.5155" charge=-1 de_lowest_kcal_mol=5.9
O 0.08492 2.13625 -0.14252
C 0.80614 1.82267 0.90538
C 0.54164 0.84433 1.81648
H 1.75670 2.37741 1.01356
H -0.46662 0.42492 1.89392
H 1.35484 0.43699 2.41955
Hg -1.15021 1.06147 -1.10152
C -0.54732 -0.98934 -0.83056
C -0.61461 -1.94939 -1.77330
H -0.35010 -1.41395 0.17227
H -0.85684 -1.72489 -2.82146
H -0.55855 -3.02648 -1.55179


13
Properties=species:S:1:pos:R:3 method="wB97M-V/def2-TZVPD" e_lumo_ev="0.03 / 0.03" homo_lumo_gap_ev="8.6245 / 8.6266" de_lowest_kcal_mol=74.1
C -0.97679 -0.30248 -1.25809
C 0.12226 -0.12302 -0.24722
C -0.42960 0.67423 0.87870
O 1.56963 1.15597 1.94329
O -1.05801 0.07889 1.83545
Br -0.96275 2.43566 0.50809
H -1.78630 -0.86872 -0.67349
H -0.49683 -0.81293 -2.05001
H -1.41070 0.63127 -1.58855
H 0.48573 -1.04645 0.37422
H 0.98542 0.34617 -0.69232
H 1.59321 2.11365 2.07139
H -1.54836 0.69476 2.48008


56
Properties=species:S:1:pos:R:3 method="wB97M-V/def2-TZVPD" e_lumo_ev=-0.94 homo_lumo_gap_ev=4.4978 de_lowest_kcal_mol=84.0
C 4.13337 3.24901 -0.90642
C 2.90592 3.54733 -0.13998
C 2.91391 3.67154 1.25134
C 1.66420 3.63693 1.82728
C 0.57788 3.37885 0.88185
B 1.15708 -1.03115 3.19709
C 0.66950 0.45454 2.95843
C 0.12491 1.35992 3.84891
C -0.45887 2.66419 3.87541
C -1.12529 3.62873 3.11282
C -2.02906 4.63235 3.75339
S -0.99301 4.19053 1.43390
O 1.63637 -1.60980 1.99044
C 2.69773 -2.47347 2.42461
C 2.82419 -3.58775 1.40353
C 4.01024 -1.66761 2.48410
C 2.21223 -2.91021 3.87975
C 1.28214 -4.11782 3.83112
C 3.33545 -3.23648 4.84163
O 1.45763 -1.75577 4.33518
S 1.32822 3.71285 -0.75202
H 5.02972 3.42066 -0.29234
H 4.13963 2.18806 -1.20285
H 4.22292 3.84118 -1.82665
H 3.83055 3.69851 1.84584
H 1.47446 3.58608 2.88042
H 0.14822 0.93999 4.86740
H -0.43704 3.00743 4.90974
H -2.15214 4.41489 4.80259
H -1.63235 5.64549 3.66116
H -3.01295 4.62544 3.28035
H 3.66560 -4.23873 1.67678
H 1.90712 -4.19022 1.36322
H 3.00184 -3.15754 0.40785
H 4.84692 -2.36576 2.63573
H 4.16036 -1.11774 1.54287
H 3.99886 -0.93235 3.30514
H 1.84614 -5.02439 3.55834
H 0.85557 -4.26824 4.82937
H 0.43948 -3.97167 3.13924
H 3.87454 -4.12462 4.47039
H 4.01922 -2.38657 4.94284
H 2.90062 -3.44906 5.82219
C -1.15078 -0.72628 0.42856
C -0.94704 0.05855 -0.84198
S -0.87776 1.87375 -0.79794
C -0.32205 2.26080 0.81836
S -1.79726 1.59823 1.70145
C -2.28277 -0.09871 1.20460
H -1.38572 -1.77163 0.17997
H -0.23771 -0.70996 1.02289
H -0.05371 -0.26705 -1.38186
H -1.82250 -0.07134 -1.48560
H 0.96573 0.83937 1.97783
H -3.17103 0.05702 0.56999
H -2.53545 -0.72218 2.07798


108
Properties=species:S:1:pos:R:3 method="wB97M-V/def2-TZVPD" e_lumo_ev="-7.80 / -7.76" homo_lumo_gap_ev="4.3180 / 4.3561" charge=+2 de_lowest_kcal_mol=49.4
Os 1.57929 -1.19329 -0.62542
C -5.36701 -4.13610 1.29539
C -4.16697 -3.77738 0.47228
C -4.26026 -3.64478 -0.91412
C -3.15956 -3.31268 -1.68074
C -1.94087 -3.09224 -1.05097
C -1.81743 -3.22588 0.32735
C -2.92927 -3.56612 1.07881
S -0.51410 -2.74317 -2.03755
O -0.36789 -1.30650 -2.30122
O -0.48043 -3.61616 -3.16083
N 0.75501 -2.95019 -0.99903
C 1.51467 -4.10123 -0.87395
C 1.18659 -5.37752 -1.29406
C 2.06765 -6.43841 -1.04462
C 3.24928 -6.24722 -0.37839
C 3.62287 -4.95207 0.04361
C 4.82915 -4.65411 0.70699
C 5.11260 -3.35404 1.05146
C 4.21203 -2.34214 0.72334
N 3.07104 -2.58106 0.08581
C 2.75300 -3.87603 -0.22925
H -5.91404 -3.23185 1.57144
H -5.07517 -4.64147 2.21405
H -6.04940 -4.77440 0.73743
H -5.20804 -3.82506 -1.40460
H -3.23544 -3.23211 -2.75781
H -0.86397 -3.08008 0.81439
H -2.82551 -3.68350 2.14991
H 0.26373 -5.54463 -1.82937
H 1.79781 -7.42894 -1.38357
H 3.91853 -7.07523 -0.18699
H 5.51941 -5.45587 0.93746
H 6.03090 -3.09814 1.55938
H 4.43391 -1.31272 0.97678
C 8.18160 1.95701 2.31307
C 6.96203 1.54516 1.54828
C 7.04715 0.81327 0.37007
C 5.92314 0.45796 -0.36175
C 6.10734 -0.33355 -1.62991
C 4.66294 0.84285 0.11799
Se 3.10396 0.53137 -0.99041
C 4.54076 1.57528 1.31048
C 3.22490 2.04124 1.85466
C 5.69537 1.90349 2.00139
H 9.06638 1.41384 1.98867
H 8.03893 1.79878 3.38181
H 8.36539 3.02351 2.16892
H 8.02083 0.51814 -0.00424
H 6.58009 0.28836 -2.39131
H 5.15946 -0.69759 -2.02866
H 6.75976 -1.19001 -1.45851
H 2.39957 1.46600 1.44745
H 3.06637 3.08760 1.58910
H 3.20495 1.96676 2.94149
H 5.60361 2.47738 2.91651
C -2.03150 0.16554 -0.53612
C -2.88933 1.29320 0.02082
As -4.57254 1.32910 -1.04865
C -3.75918 2.02114 -2.68634
C -3.09232 3.24528 -2.66367
C -2.54845 3.75861 -3.83101
C -2.66767 3.05640 -5.02333
C -3.31568 1.83058 -5.04548
C -3.86040 1.31277 -3.87676
C -5.34634 2.97118 -0.34237
C -6.09886 3.78860 -1.18250
C -6.66188 4.95728 -0.69512
C -6.50348 5.30392 0.63997
C -5.77759 4.47994 1.48734
C -5.21563 3.30867 1.00206
P -0.31403 0.11075 0.16023
C 0.03551 1.88889 -0.01561
C 0.25538 2.31796 -1.32723
C 0.45024 3.66208 -1.58941
C 0.43617 4.57832 -0.54354
C 0.21952 4.14860 0.75711
C 0.00952 2.80349 1.02730
C -0.48500 -0.31586 1.91979
C 0.69472 -0.48313 2.65612
C 0.64892 -0.85106 3.98911
C -0.57693 -1.07589 4.60123
C -1.74712 -0.96935 3.86442
C -1.70428 -0.60367 2.52789
H -1.90068 0.29433 -1.61189
H -2.50966 -0.80100 -0.37900
H -2.41001 2.26450 -0.08214
H -3.12343 1.14992 1.07285
H -3.01100 3.80681 -1.73920
H -2.05011 4.72015 -3.80987
H -2.26003 3.46895 -5.93686
H -3.41428 1.28489 -5.97452
H -4.37257 0.35736 -3.89404
H -6.23726 3.51543 -2.22242
H -7.24152 5.59165 -1.35245
H -6.96386 6.20339 1.02604
H -5.66102 4.73853 2.53175
H -4.67142 2.65635 1.67531
H 0.25933 1.59349 -2.13740
H 0.61447 3.99357 -2.60590
H 0.59357 5.62838 -0.75004
H 0.21955 4.86257 1.57021
H -0.16790 2.46632 2.04194
H 1.65099 -0.33600 2.16525
H 1.56509 -0.98495 4.54870
H -0.62028 -1.35212 5.64608
H -2.70022 -1.18839 4.32750
H -2.62615 -0.58200 1.96538


68
Properties=species:S:1:pos:R:3 method="wB97M-V/def2-TZVPD" e_lumo_ev=1.48 homo_lumo_gap_ev=6.1605 charge=-1
C -1.22277 0.02782 1.17981
C -2.10516 -1.21922 1.08243
O -3.29518 -1.10196 1.34078
N -1.53350 -2.42833 0.73270
C -0.29541 -2.69906 1.49447
In -0.93873 -2.53669 -1.37272
C 1.04198 -1.49347 -1.63494
O 1.19733 -0.70879 -2.81866
O -0.07101 -0.44973 -3.43927
H -0.63147 0.16392 0.27280
H -0.54385 -0.06362 2.03206
H -1.86058 0.88936 1.36887
H -0.49701 -2.66235 2.56750
H -0.00482 -3.72835 1.27404
H 0.52075 -2.01678 1.21344
H -2.20153 -2.06882 -2.49996
H -0.64766 -4.27141 -1.67792
H 1.22424 -0.84413 -0.76536
H 1.82895 -2.25059 -1.67436
H -0.21118 0.48819 -3.24346
Br -3.46302 -0.62231 -2.37342
C -4.91799 0.54582 -3.13087
C -5.23230 1.74574 -2.27459
Br -6.16883 1.19203 -0.66634
H -5.77129 -0.11487 -3.25438
H -4.55822 0.86980 -4.10669
H -5.88221 2.45487 -2.78700
H -4.34052 2.26250 -1.93124
Br 0.16050 -0.84066 5.21264
C 1.53924 -1.96999 5.98535
C 2.28328 -2.74754 4.92775
Br 1.20063 -4.25005 4.29823
H 1.04949 -2.61021 6.71129
H 2.21759 -1.28990 6.49775
H 3.18190 -3.19378 5.34814
H 2.54228 -2.13019 4.07631
Br 3.32408 -3.71563 2.16200
C 5.11318 -4.35029 1.72533
C 5.39434 -4.31575 0.24574
Br 4.50095 -5.76613 -0.68845
H 5.19176 -5.35040 2.13964
H 5.79385 -3.68273 2.25067
H 6.45580 -4.45934 0.05469
H 5.06152 -3.39196 -0.21715
Br -8.07447 -0.61095 2.50685
C -6.41751 -1.64886 2.58873
C -6.06046 -2.25997 1.26141
Br -7.17557 -3.81403 0.86989
H -6.55276 -2.38671 3.37254
H -5.64796 -0.93788 2.88071
H -5.03592 -2.62611 1.27610
H -6.18134 -1.56852 0.43438
Br 2.78368 1.80131 -4.30347
C 2.33336 3.62011 -3.80193
C 1.92590 3.70503 -2.35496
Br 0.12464 3.01748 -2.06890
H 1.54774 3.95203 -4.47360
H 3.23458 4.20654 -3.97526
H 1.88951 4.73922 -2.03116
H 2.58316 3.13878 -1.70329
Br 4.18507 5.83021 -1.03781
C 4.31056 7.30834 -2.29251
C 3.48990 8.48703 -1.84231
Br 1.59307 8.18475 -2.13959
H 3.99407 6.92897 -3.25930
H 5.36602 7.56830 -2.33246
H 3.74138 9.36969 -2.42617
H 3.61394 8.70021 -0.78557